(1)
{
  "formula": "C16H18N3O5S3W",
  "method": "wB97M-V/def2-TZVPD",
  "homo_lumo_gap_ev": [6.379, 6.284],
  "energy_ev": -65928.2733,
  "e_homo_ev": [-3.883, -3.787],
  "total_charge": -1,
  "relative_energy_kcal_mol": 6.82,
  "species": ["W", "N", "C", "C", "O", "O", "H", "H", "H", "H", "N", "C", "C", "C", "O", "O", "H", "H", "H", "H", "H", "H", "O", "N", "C", "C", "C", "C", "C", "S", "H", "H", "H", "H", "S", "C", "C", "C", "C", "C", "C", "S", "H", "H", "H", "H"],
  "xyz": [[0.199, -0.593, 0.425], [-1.716, -1.762, 0.273], [-1.503, -3.106, -0.254], [-0.221, -3.117, -1.098], [-0.013, -3.992, -1.908], [0.597, -2.149, -0.798], [-2.033, -1.760, 1.238], [-2.375, -1.197, -0.263], [-2.341, -3.482, -0.839], [-1.327, -3.797, 0.573], [-0.562, 1.528, 0.611], [-0.551, 2.288, 1.889], [0.189, 1.552, 2.999], [-0.589, 0.280, 3.304], [-1.071, 0.068, 4.403], [-0.761, -0.484, 2.270], [-0.036, 2.032, -0.095], [-1.531, 1.417, 0.298], [-1.584, 2.443, 2.206], [-0.112, 3.274, 1.727], [0.235, 2.167, 3.897], [1.203, 1.297, 2.682], [-3.121, 0.628, -0.361], [-3.144, 1.213, -1.538], [-4.247, 1.926, -1.874], [-4.363, 2.551, -3.082], [-3.301, 2.451, -3.991], [-2.188, 1.736, -3.636], [-2.081, 1.091, -2.386], [-0.674, 0.178, -2.024], [-4.993, 1.929, -1.093], [-5.263, 3.106, -3.306], [-3.354, 2.931, -4.959], [-1.345, 1.638, -4.304], [2.178, 0.465, -0.368], [3.521, -0.484, 0.237], [4.803, -0.308, -0.280], [5.869, -1.036, 0.219], [5.662, -1.947, 1.249], [4.393, -2.126, 1.771], [3.308, -1.402, 1.273], [1.716, -1.595, 1.979], [4.952, 0.404, -1.083], [6.860, -0.897, -0.196], [6.492, -2.523, 1.641], [4.224, -2.835, 2.573]],
  "nbo_charge": [1.115, -0.839, -0.342, 0.800, -0.623, -0.707, 0.418, 0.428, 0.209, 0.221, -0.838, -0.207, -0.536, 0.808, -0.650, -0.780, 0.396, 0.432, 0.198, 0.192, 0.224, 0.246, -0.660, 0.014, 0.011, -0.285, -0.198, -0.229, 0.024, -0.166, 0.226, 0.218, 0.213, 0.234, -0.102, -0.084, -0.250, -0.237, -0.237, -0.208, -0.234, -0.030, 0.208, 0.198, 0.199, 0.209]
}

---

(2)
{
  "formula": "C5H11N",
  "method": "wB97M-V/def2-TZVPD",
  "homo_lumo_gap_ev": 10.039,
  "energy_ev": -6852.2333,
  "e_homo_ev": -8.837,
  "relative_energy_kcal_mol": 29.87,
  "smiles": "CCN1C[C@H]1C",
  "species": ["C", "C", "N", "C", "C", "C", "H", "H", "H", "H", "H", "H", "H", "H", "H", "H", "H"],
  "xyz": [[1.316, -1.341, 0.893], [0.999, 0.111, 1.238], [0.193, 0.816, 0.234], [-1.226, 0.991, 0.469], [-0.743, 0.092, -0.605], [-0.761, 0.461, -2.068], [0.459, -2.002, 1.057], [1.616, -1.431, -0.157], [2.139, -1.707, 1.514], [0.506, 0.156, 2.220], [1.938, 0.667, 1.338], [-1.654, 0.516, 1.354], [-1.637, 1.974, 0.239], [-0.873, -0.972, -0.403], [-1.710, 0.181, -2.538], [0.049, -0.050, -2.602], [-0.612, 1.539, -2.185]],
  "nbo_charge": [-0.626, -0.217, -0.415, -0.251, -0.081, -0.612, 0.201, 0.210, 0.217, 0.178, 0.195, 0.183, 0.195, 0.189, 0.208, 0.210, 0.217]
}

---

(3)
{
  "formula": "C7H13NO2",
  "method": "wB97M-V/def2-TZVPD",
  "homo_lumo_gap_ev": 7.719,
  "energy_ev": -13049.8952,
  "e_homo_ev": -7.634,
  "relative_energy_kcal_mol": 139.14,
  "species": ["C", "C", "C", "C", "C", "C", "N", "C", "O", "O", "H", "H", "H", "H", "H", "H", "H", "H", "H", "H", "H", "H", "H"],
  "xyz": [[-0.531, 0.594, -0.130], [-1.713, -0.295, 0.278], [-0.738, 1.143, -1.550], [-0.390, 1.759, 0.860], [1.965, 0.352, -0.241], [0.747, -0.289, -0.086], [0.979, -2.039, 1.788], [0.936, -1.415, -0.932], [0.958, -0.676, 1.653], [2.982, 0.857, -0.429], [1.916, -2.396, 1.591], [0.364, -2.464, 1.084], [-1.852, -1.127, -0.415], [-2.627, 0.301, 0.268], [-1.559, -0.696, 1.279], [-0.862, 0.344, -2.280], [0.109, 1.758, -1.865], [-1.635, 1.766, -1.571], [-1.313, 2.341, 0.872], [-0.192, 1.390, 1.865], [0.422, 2.432, 0.574], [0.146, -1.720, -1.602], [1.888, -1.920, -1.011]],
  "nbo_charge": [-0.026, -0.612, -0.605, -0.616, 0.900, -0.095, -0.474, -0.630, -0.505, -0.384, 0.317, 0.335, 0.211, 0.215, 0.236, 0.217, 0.205, 0.216, 0.216, 0.245, 0.200, 0.219, 0.216]
}

---

(4)
{
  "formula": "C2H7NO2S2",
  "method": "wB97M-V/def2-TZVPD",
  "homo_lumo_gap_ev": 9.675,
  "energy_ev": -29440.6265,
  "e_homo_ev": -9.145,
  "relative_energy_kcal_mol": 71.52,
  "species": ["C", "C", "N", "O", "O", "S", "S", "H", "H", "H", "H", "H", "H", "H"],
  "xyz": [[-1.774, -1.027, 0.183], [0.259, -0.553, -0.948], [-0.658, -1.618, -0.580], [1.244, 2.642, 0.012], [1.161, 0.018, 0.015], [2.405, 1.480, 2.284], [0.938, 1.437, 1.076], [-1.890, -0.021, -0.336], [-2.613, -1.728, -0.160], [-1.471, -0.952, 1.213], [-0.241, 0.248, -1.353], [1.056, -0.936, -1.709], [1.700, 3.364, 0.475], [-0.117, -2.354, -0.172]],
  "nbo_charge": [-0.434, 0.084, -0.629, -0.880, -0.741, -0.397, 1.158, 0.194, 0.218, 0.196, 0.161, 0.191, 0.509, 0.370]
}

---

(5)
{
  "formula": "CH5INP",
  "method": "wB97M-V/def2-TZVPD",
  "homo_lumo_gap_ev": 9.344,
  "energy_ev": -19998.1552,
  "e_homo_ev": -8.896,
  "relative_energy_kcal_mol": 6.29,
  "smiles": "CP(N)I",
  "species": ["C", "N", "P", "I", "H", "H", "H", "H", "H"],
  "xyz": [[0.212, 0.466, -1.227], [-0.445, 0.164, 1.537], [0.924, -0.089, 0.498], [0.798, -2.506, 0.086], [-0.034, -0.420, -1.886], [0.972, 1.199, -1.600], [-0.704, 1.076, -1.035], [-0.419, 0.389, 2.503], [-1.304, -0.279, 1.124]],
  "nbo_charge": [-0.944, -1.179, 0.824, -0.221, 0.246, 0.238, 0.234, 0.410, 0.391]
}

---

(6)
{
  "formula": "C5H10O2",
  "method": "wB97M-V/def2-TZVPD",
  "homo_lumo_gap_ev": 10.860,
  "energy_ev": -9441.9020,
  "e_homo_ev": -10.074,
  "relative_energy_kcal_mol": 26.31,
  "smiles": "O[C@H]1CC[C@H](O)C1",
  "species": ["C", "C", "O", "C", "C", "C", "O", "H", "H", "H", "H", "H", "H", "H", "H", "H", "H"],
  "xyz": [[-1.023, 0.416, -0.194], [-0.615, -1.011, -0.557], [-0.101, -1.095, -1.883], [0.495, -1.350, 0.465], [0.995, -0.001, 1.029], [0.301, 1.084, 0.202], [0.160, 2.253, 0.983], [-1.669, 0.412, 0.693], [-0.284, 2.919, 0.442], [-1.563, 0.919, -1.008], [-1.456, -1.712, -0.494], [-0.087, -0.211, -2.266], [0.109, -1.993, 1.263], [1.280, -1.909, -0.051], [2.083, 0.102, 1.007], [0.671, 0.138, 2.067], [0.895, 1.302, -0.703]],
  "nbo_charge": [-0.464, 0.099, -0.722, -0.431, -0.424, 0.098, -0.712, 0.223, 0.466, 0.205, 0.176, 0.464, 0.210, 0.227, 0.217, 0.216, 0.151]
}